46
Properties=species:S:1:pos:R:3:forces:R:3 method="wB97M-V/def2-TZVPD" orbital_gap_ha=0.2489 charge=-1 lumo_energy_ha=0.07421 e_above_lowest_kcal_mol=0.0 e_homo_ev=-4.8 total_energy_ha=-3298.4377
Pb 9.90726 9.55252 8.67850 0.143 -0.275 -0.099
O 10.58107 13.44221 9.92112 -0.043 0.167 -0.488
C 10.09136 12.66171 8.84499 0.460 0.402 0.821
O 9.33435 11.70490 9.29180 -0.579 -0.494 -0.143
C 9.49248 13.59337 7.81149 -0.224 -0.778 -0.723
O 9.31133 12.91485 6.56554 0.345 -0.021 0.016
C 10.57965 12.67319 5.98531 -0.018 0.551 0.558
C 11.59650 12.09080 6.93808 -0.276 -0.055 -0.021
O 12.60462 11.63922 6.47186 0.677 -0.233 0.109
O 11.33653 12.05309 8.24254 0.323 0.004 -0.233
H 10.35775 12.89942 10.68788 0.063 0.017 -0.013
H 10.12153 14.44420 7.62261 0.352 0.692 0.253
H 8.51628 13.87253 8.16795 -0.310 0.241 0.091
H 11.06144 13.59382 5.58690 -0.431 -0.230 0.066
H 10.50952 11.94259 5.19434 -0.353 -0.076 -0.293
N 6.30644 9.88390 5.45800 -0.266 -0.221 0.255
C 7.03696 9.48728 6.54701 0.744 0.171 -1.045
S 8.50741 8.68312 6.16033 0.200 -0.183 0.195
N 6.53025 9.78580 7.69972 -0.702 0.490 1.221
N 7.30469 9.49413 8.76883 -0.386 -0.392 0.095
C 6.73403 9.44934 9.91549 0.715 0.165 -0.187
C 7.52708 9.02366 11.07056 -0.061 -0.084 0.289
C 6.88425 8.56618 12.22743 -0.124 0.168 -0.579
C 7.62146 8.04287 13.25752 1.279 -0.289 0.248
C 9.01189 8.00224 13.11802 -0.480 0.040 0.051
C 9.56252 8.45286 11.93437 1.466 0.135 0.251
N 8.85581 8.97973 10.95010 -0.407 -0.218 -0.332
H 6.81888 9.82177 4.60941 0.207 0.012 -0.546
H 5.69558 10.67189 5.55564 -0.195 0.142 0.242
H 5.69663 9.69211 10.08334 -0.379 -0.055 -0.267
H 5.81317 8.57585 12.23214 -0.427 0.035 0.159
H 7.22069 7.60040 14.15721 -0.488 0.196 0.003
H 9.65093 7.62458 13.90618 -0.049 -0.073 -0.112
H 10.64818 8.39737 11.73724 -0.703 0.035 0.185
Cl 17.03809 6.37569 11.17116 -0.109 0.111 0.052
C 15.39308 6.85649 10.78593 0.254 -0.854 -0.077
C 14.95910 8.12776 11.03084 -0.239 0.139 0.510
C 13.66222 8.47825 10.75690 -0.034 0.618 -0.184
Cl 13.13579 10.09988 11.17080 -0.022 -0.229 -0.095
C 12.74450 7.62976 10.11578 -0.344 -0.374 0.243
O 11.54689 7.95638 9.84103 -0.289 0.120 -0.223
C 13.25295 6.31576 9.92148 0.047 -0.507 -0.250
Cl 12.17277 5.15825 9.17606 0.106 0.079 0.144
C 14.52792 5.90551 10.26500 -0.189 0.874 -0.073
H 15.54623 8.81914 11.57814 0.727 0.559 0.161
H 14.86135 4.90067 10.14084 0.022 -0.522 -0.230

53
Properties=species:S:1:pos:R:3:forces:R:3 method="wB97M-V/def2-TZVPD" orbital_gap_ha=0.1549 charge=-2 lumo_energy_ha=0.13300 e_above_lowest_kcal_mol=65.3 e_homo_ev=-0.6 total_energy_ha=-2988.6501
Cs 0.11306 -2.61107 -0.93754 -0.733 0.448 0.024
F 2.16736 -2.79792 4.52236 -0.065 0.076 0.144
C 1.05545 -2.61841 3.80755 0.037 -0.140 0.329
F 0.26229 -1.74372 4.44595 0.068 -0.180 0.146
F 0.42154 -3.78065 3.71589 -0.042 -0.015 0.003
S 1.41648 -1.89254 2.18692 0.283 0.408 -0.732
O 0.14596 -1.92964 1.49233 0.708 0.809 2.649
O 1.99562 -0.59257 2.48553 -0.313 -0.761 -0.132
N 2.47693 -2.97999 1.65480 -0.256 0.655 -0.203
S 3.24437 -2.55361 0.32090 -0.365 0.122 0.168
O 3.88226 -3.67806 -0.29263 -0.206 0.101 0.272
O 2.43733 -1.65729 -0.48026 2.410 0.340 0.525
C 4.67006 -1.51144 0.92088 0.048 0.059 -0.038
F 4.89243 -1.67043 2.22641 0.070 -0.008 -0.012
F 4.45052 -0.21783 0.68432 0.087 -0.031 0.043
F 5.77865 -1.87459 0.26450 0.081 0.147 0.041
O -2.79186 -6.07213 -5.61880 -0.118 -0.146 -0.239
C -2.27339 -5.40536 -4.74087 0.285 0.372 0.515
C -2.45504 -5.58892 -3.25600 0.242 0.395 -0.329
O -3.14627 -6.44541 -2.71744 -0.146 -0.180 0.100
C -1.67917 -4.52626 -2.58474 -0.330 0.025 -0.156
C -0.89145 -3.80692 -3.58587 -0.020 -0.329 -0.284
O 0.01003 -2.95345 -3.34356 -0.599 -0.546 -2.425
C -1.34014 -4.23501 -4.93319 -0.147 -0.282 0.485
O -1.01573 -3.74601 -6.00806 0.089 0.073 -0.195
O -1.70742 -4.27629 -1.34267 -1.100 -1.305 -0.728
C 0.07326 2.15675 2.30442 -0.091 -0.072 0.253
C 0.55211 2.73317 0.99069 -0.056 0.230 -0.189
N -0.19693 3.94329 0.57005 0.469 -0.055 0.271
C 0.42492 5.21830 0.92822 -0.173 -0.155 0.032
C 1.34631 5.72021 -0.16744 0.136 0.062 -0.139
C -1.48689 3.94919 0.15753 -0.362 -0.687 -0.247
O -2.16499 4.96289 0.06736 -0.017 0.226 0.038
C -2.08059 2.60277 -0.21764 0.511 0.866 0.149
C -3.32584 2.24145 0.24784 -0.480 -0.209 0.214
C -3.81776 0.97948 -0.05258 0.060 0.180 0.101
C -3.02543 0.12998 -0.81230 -0.046 -0.017 0.039
N -1.86072 0.50633 -1.32408 0.283 0.076 -0.257
C -1.41220 1.72999 -1.05064 -0.101 -0.666 -0.163
H 0.67052 1.28216 2.57286 -0.016 0.123 -0.040
H -0.96835 1.83315 2.23353 0.040 0.048 -0.024
H 0.14960 2.89922 3.10475 -0.026 -0.032 -0.016
H 0.52943 1.97467 0.21706 0.023 -0.009 0.048
H 1.59494 3.04083 1.07038 0.017 0.009 0.003
H 0.97590 5.06804 1.85938 0.019 0.014 0.006
H -0.36445 5.93959 1.11926 -0.071 0.025 -0.005
H 2.12909 4.99043 -0.38694 -0.020 0.023 0.005
H 1.82841 6.65788 0.12241 -0.025 -0.049 0.020
H 0.78334 5.89832 -1.08534 -0.008 -0.024 0.040
H -3.89048 2.94073 0.85300 0.003 -0.017 0.000
H -4.77983 0.64725 0.31275 -0.002 0.009 0.007
H -3.33481 -0.89095 -1.01504 0.022 0.035 -0.050
H -0.46845 2.01044 -1.50621 -0.056 -0.039 -0.068

37
Properties=species:S:1:pos:R:3:forces:R:3 method="wB97M-V/def2-TZVPD" orbital_gap_ha=0.3135 lumo_energy_ha=-0.01593 smiles="CCOc1ccccc1C(=O)Nc1ccc2c(c1)C(=O)NC2=O" e_above_lowest_kcal_mol=0.0 e_homo_ev=-9.0 total_energy_ha=-1066.7487
C -5.17835 -0.31536 0.95316 0.398 0.036 0.076
C -3.93947 0.03145 1.77059 -0.479 0.074 0.140
O -2.74301 -0.37859 1.13576 0.270 -0.021 -0.209
C -2.31885 0.25139 0.01444 0.342 -0.085 -0.209
C -2.74573 1.50127 -0.42610 -0.161 -0.094 0.278
C -2.17295 2.07946 -1.54535 0.092 -0.041 -0.061
C -1.16812 1.43341 -2.24348 0.036 0.071 -0.108
C -0.73590 0.19052 -1.81741 -0.171 -0.046 0.146
C -1.30192 -0.40443 -0.69912 -0.510 0.139 -0.037
C -0.92056 -1.79555 -0.32726 0.092 -0.108 -0.043
O -1.69793 -2.72111 -0.32883 -0.150 -0.023 -0.005
N 0.41438 -2.03093 -0.08055 0.027 -0.660 0.000
C 1.47340 -1.15773 0.10426 0.592 0.374 0.068
C 1.29813 0.13321 0.61159 0.049 -0.014 0.089
C 2.37257 0.99148 0.78517 0.243 -0.054 -0.080
C 3.63704 0.53892 0.46137 -0.371 -0.566 -0.161
C 3.82298 -0.76384 -0.01379 -0.535 0.485 0.275
C 2.76473 -1.62172 -0.19426 -0.047 0.131 0.021
C 5.27599 -0.96996 -0.24922 0.186 -0.081 -0.044
O 5.86059 -1.94070 -0.65004 -0.059 -0.123 -0.037
N 5.86071 0.23507 0.10116 0.548 0.117 -0.025
C 4.95712 1.19961 0.53848 0.168 0.137 0.030
O 5.25147 2.31144 0.88830 -0.081 0.071 0.037
H -5.19388 0.23599 0.01587 -0.072 0.030 -0.067
H -6.07273 -0.07380 1.52073 -0.111 0.038 0.040
H -5.17582 -1.37820 0.72556 -0.039 -0.086 -0.017
H -3.94286 -0.52747 2.70987 0.002 0.159 -0.091
H -3.90790 1.10289 2.00670 0.049 -0.119 0.022
H -3.52341 2.03356 0.09823 -0.074 0.012 0.077
H -2.52009 3.04821 -1.87231 -0.029 0.081 -0.019
H -0.72947 1.88982 -3.11669 0.037 0.041 -0.086
H 0.03548 -0.33380 -2.36228 0.098 -0.052 -0.032
H 0.64805 -3.01787 -0.06135 -0.170 0.161 0.003
H 0.30945 0.46033 0.88741 -0.027 0.048 0.056
H 2.22809 1.98610 1.17624 -0.031 0.110 0.047
H 2.92372 -2.62451 -0.56124 0.008 -0.118 -0.079
H 6.85505 0.40146 0.04440 -0.119 -0.022 0.004